# 1
Molecular formula: C2H4N4O
Method: DFT, the ωB97M-V functional and the def2-TZVPD basis

As for the SMILES: Nc1n[nH]c(O)n1. For the HOMO energy, the calculation gives -0.3102 Ha. Its gap between HOMO and LUMO is 9.20 eV. The largest force on an atom comes out at 0.35 eV Å⁻¹.

The geometry in XYZ format:
```
11
Properties=species:S:1:pos:R:3:nbo_charge:R:1
N -1.120 1.325 1.367 -0.8109
C -0.326 0.631 0.483 0.4712
N 0.747 1.153 -0.073 -0.3663
N 1.229 0.080 -0.786 -0.4017
C 0.433 -0.974 -0.596 0.6400
O 0.691 -2.150 -1.174 -0.6514
N -0.579 -0.682 0.187 -0.5880
H -1.131 2.326 1.247 0.3932
H -2.015 0.902 1.549 0.3926
H 2.109 0.130 -1.272 0.4163
H -0.037 -2.741 -0.933 0.5051
```

---

# 2
Molecular formula: C2H4N4O
Method: DFT, the ωB97M-V functional and the def2-TZVPD basis

As for the SMILES: Nc1nncn1O. For the HOMO energy, the calculation gives -0.3343 Ha. Its gap between HOMO and LUMO is 9.44 eV. The largest force on an atom comes out at 4.83 eV Å⁻¹.

The geometry in XYZ format:
```
11
Properties=species:S:1:pos:R:3:nbo_charge:R:1
N 1.604 -1.148 -0.090 -0.8088
C 0.310 -0.666 -0.038 0.4536
N -0.769 -1.278 0.039 -0.3328
N -1.795 -0.370 0.068 -0.2702
C -1.204 0.807 0.000 0.1199
N 0.097 0.672 -0.225 -0.1229
O 1.032 1.603 0.195 -0.5269
H 1.619 -2.137 0.053 0.3965
H 2.130 -0.602 0.654 0.3864
H -1.834 1.752 0.022 0.2174
H 1.233 2.188 -0.607 0.4877
```